Entry 1:
ORCA calculation (wB97M-V/def2-TZVPD) on 2 unconnected molecules or ions with the total composition C6H16.

Element x y z (Å)
H (-2.15016, -2.46543, -0.42659)
C (-0.24923, -1.81016, 0.71356)
C (0.78309, 3.24743, -0.49378)
H (0.51688, -2.45880, 0.15709)
H (1.52358, 3.47006, 0.27827)
C (0.25920, -1.81668, 2.13508)
H (-0.87192, 1.44518, -2.12018)
H (-0.24210, -0.75918, 0.30471)
H (-0.19137, 3.36308, -0.05042)
H (0.60469, 1.80300, -3.00454)
H (0.42506, 0.25882, -2.21757)
H (0.76767, 3.94905, -1.29044)
H (0.27386, -2.89587, 2.39536)
C (0.16508, 1.32183, -2.16120)
H (0.12796, 1.22973, -0.01067)
C (0.82598, 1.73550, -0.80186)
H (-0.38871, -1.13362, 2.71793)
H (1.99867, 1.66736, -0.73757)
C (-1.55613, -2.49781, 0.55188)
H (-2.26128, -2.52632, 1.37481)
H (-1.58423, -3.66940, 0.28387)
H (1.22341, -1.45777, 2.40226)

SMILES: CCC.CCC
E_tot: -6479.404 eV
HOMO-LUMO gap: 11.57 eV
Max |F|: 5.559 eV/Å



Entry 2:
ORCA calculation (wB97M-V/def2-TZVPD) on 3 unconnected molecules or ions with the total composition C5H12NOP.

Element x y z (Å)
H (-0.37287, -3.53173, -0.06238)
O (-2.35078, -3.14817, -0.42844)
H (-0.70391, -2.22340, -1.25396)
H (-1.23722, 2.41086, -0.34214)
C (-0.04579, 0.70662, -1.37126)
H (2.84748, 1.42484, 2.38012)
H (-2.63061, -2.27711, -0.48796)
C (1.78135, 1.24372, 0.68687)
C (-2.10539, 3.00519, -0.21723)
H (1.27802, 2.26895, 0.73464)
H (-0.90654, 0.27080, -1.84042)
N (-3.16691, 3.22593, 0.11653)
C (-0.98275, -3.23609, -0.87951)
C (2.21997, 0.75262, 1.95521)
H (2.69295, -0.25795, 1.93303)
H (0.34804, 1.40252, -2.01492)
H (1.38276, 0.58697, 2.69479)
P (0.34456, 0.06342, 0.08689)
H (-1.01178, -4.05999, -1.61815)
H (2.61942, 1.37201, -0.07172)

Spin multiplicity: 3
E_tot: -18199.246 eV
⟨S²⟩: 2.006
HOMO-LUMO gap (spin up / spin down): 7.72 / 6.67 eV
Max |F|: 7.212 eV/Å



Entry 3:
ORCA calculation (wB97M-V/def2-TZVPD) on a single C23H34N2O3 molecule.

Element x y z (Å)
C (4.41476, -1.81651, 0.43503)
H (4.75994, -2.44249, 1.26085)
H (-6.45460, -1.10698, 2.81203)
C (-3.28540, 0.31000, 2.36518)
C (-4.35440, -0.78490, 2.36836)
O (1.66919, 3.10609, -2.21673)
H (-0.16367, -2.81021, 0.33176)
C (1.58457, -1.67637, 1.07787)
C (0.65377, 2.15804, -2.01096)
H (2.28916, -1.63449, -2.88841)
H (1.55472, -2.36865, 1.92060)
H (0.38459, 0.96124, -0.09570)
H (4.88426, -0.83674, 0.52578)
H (0.57379, 2.72300, 0.12465)
H (-4.42744, -1.21044, 1.36265)
H (-3.89126, 2.49039, 2.51447)
C (0.58704, -2.12730, -0.07038)
H (2.78007, -2.80561, 0.02739)
C (2.48971, -2.03046, -1.89280)
H (-2.10980, -0.52859, 3.97383)
H (3.33936, 2.74672, -3.35772)
C (-5.73767, -0.28603, 2.77529)
N (2.65607, -1.00159, -0.90604)
H (5.74884, -2.94573, -0.99341)
H (0.03702, -1.25064, -0.41521)
H (-6.11391, 0.45217, 2.06759)
C (-2.60876, 0.41147, 3.72760)
H (3.60196, 2.70830, -1.59196)
N (-1.16810, 2.16176, -1.00789)
H (-5.72085, 0.18008, 3.76332)
H (-0.83698, 3.73588, -2.41717)
H (-1.86035, 1.20698, 3.74640)
C (-2.35973, 2.24522, -0.37680)
O (-3.36596, 2.63664, -0.94505)
C (3.86900, -2.72067, -1.88411)
H (1.34042, -0.67610, 1.43631)
C (-3.67689, 1.69902, 1.79611)
C (0.19690, 1.94042, -0.53798)
H (-4.03820, -1.60013, 3.02586)
H (1.49242, -3.85129, -1.12569)
H (0.45324, -2.85273, -2.10895)
C (-0.77295, 2.64969, -2.32391)
H (4.14831, -3.31751, -2.74488)
C (-2.33572, 1.75424, 1.05121)
C (2.86850, 0.32182, -1.00326)
H (-1.56528, 2.29407, 1.60613)
C (-2.20259, 0.22247, 1.25461)
H (3.23170, 0.40081, -3.12207)
C (1.22597, -2.81412, -1.33917)
C (2.62850, 0.93202, -2.38458)
H (-3.33691, 0.62502, 4.51438)
C (2.89588, -1.76840, 0.31967)
C (4.75668, -2.51923, -0.89619)
O (3.17715, 0.99733, -0.02915)
H (-4.48974, 1.64436, 1.07222)
H (0.98502, 1.03027, -3.80422)
H (-1.22481, -0.16589, 1.54651)
H (-2.55988, -0.32209, 0.37761)
C (2.92434, 2.43316, -2.39820)
H (-1.28263, 2.17421, -3.16276)
C (1.13210, 0.90899, -2.72853)
H (0.60950, 0.01004, -2.40141)

SMILES: CC[C@]1(C)C[C@H](C(=O)N2CC3(C[C@H](C(=O)N4[C@H]5CC=C[C@H]4CCC5)CO3)C2)C1
E_tot: -33523.125 eV
HOMO-LUMO gap: 9.62 eV
Max |F|: 0.305 eV/Å



Entry 4:
ORCA calculation (wB97M-V/def2-TZVPD) on a molecular structure, C13H13EuN2O8S.

Element x y z (Å)
O (1.76166, -4.27693, 0.05237)
H (-1.72040, -2.51737, -0.34937)
H (5.14536, 0.21078, -0.60016)
H (-2.82196, 2.98275, 0.23970)
C (3.80167, 0.73504, 1.00238)
H (-3.95488, 0.76651, -1.30475)
C (-2.92194, -1.11201, -1.08757)
C (3.71207, -1.34600, -0.25107)
H (-3.82034, -1.70692, -1.26530)
S (1.36299, -2.91639, 0.31103)
H (-2.22712, 1.63995, -2.43445)
H (-3.78910, 0.16484, 0.36099)
H (4.25903, 1.70622, 1.15277)
O (0.70008, 0.59306, -1.41105)
O (0.51093, -2.27024, -0.72129)
O (0.04816, 1.78131, 1.17918)
C (2.72402, 0.36828, 1.78394)
C (-0.33469, 0.63919, -2.17679)
N (0.59644, -2.70603, 1.68339)
C (2.14597, -0.88924, 1.56166)
O (0.05750, -0.65518, 2.70178)
C (4.30834, -0.11306, 0.00551)
O (-0.73079, 3.89908, 1.25274)
N (-2.06638, 1.07377, -0.37748)
C (-0.83741, 2.69441, 1.05633)
O (-2.13463, -1.69480, -0.04133)
H (-2.68710, 1.74636, 1.51361)
Eu (-0.13646, -0.20486, 0.35065)
C (-3.27825, 0.27373, -0.59561)
C (-1.47020, 1.56476, -1.65264)
C (0.89934, -1.41778, 2.12324)
H (-1.03159, 2.54544, -1.47193)
H (2.31320, 1.01559, 2.54363)
C (2.64329, -1.71286, 0.53496)
C (-2.21445, 2.15593, 0.61860)
O (-0.52298, 0.01612, -3.21523)
H (4.05961, -1.97954, -1.05750)
H (-2.34897, -1.05390, -2.01497)

Spin multiplicity: 8
E_tot: -63219.604 eV
⟨S²⟩: 15.772
Net charge: -1
HOMO-LUMO gap (spin up / spin down): 5.57 / 8.77 eV
Max |F|: 2.876 eV/Å



The evaluated ΔE to the lowest compared entry with this formula, charge and spin for the records listed, in turn: 52.0 13.5 94.0 34.5 kcal per mole.